(1)
# C2H3BrO2

C2H3BrO2 as an isolated structure in a non-equilibrium geometry (the ωB97M-V functional and the def2-TZVPD basis, OMol25).

Summary:
spin multiplicity = 1
total charge = 0
total energy = -76254.654 eV

XYZ file:
```
8
Properties=species:S:1:pos:R:3:forces:R:3
C 0.58628 -0.46559 0.41353 -1.9 0.4 -2.1
C -0.21595 0.67529 -0.26018 -2.2 -0.8 -1.1
O 0.79606 -1.68291 -0.29618 -1.7 0.1 0.5
O 1.84091 -0.77312 0.00423 2.0 1.4 -0.1
Br -2.73453 0.37122 -0.16961 2.8 0.1 0.3
H 0.35835 -0.48984 1.43820 0.0 -0.6 1.4
H -0.43239 0.71240 -1.35395 1.0 -0.2 1.0
H -0.19874 1.65254 0.22397 0.1 -0.4 0.0
```
Forces are in eV/Å.


(2)
# C19H42NO2P3Pb

C19H42NO2P3Pb as an isolated structure in a non-equilibrium geometry (the ωB97M-V functional and the def2-TZVPD basis, OMol25).

Summary:
spin multiplicity = 1
total charge = +4
total energy = -59038.058 eV

XYZ file:
```
68
Properties=species:S:1:pos:R:3:forces:R:3
Pb -0.41249 0.05297 0.80683 -1.7 -0.5 -2.2
P -0.10190 2.40213 1.36328 0.6 3.0 0.3
P -2.19061 -0.35360 2.59386 -0.6 -1.0 0.1
P -2.14336 0.35819 -0.99972 -0.7 -0.4 -0.9
H 5.18835 -4.15299 -5.89393 -0.1 0.1 -0.1
C 4.76416 -3.39451 -6.55238 -1.2 -2.6 0.3
C 5.38350 -2.19999 -6.73579 1.4 2.5 -0.5
H 6.32017 -1.96695 -6.22758 -0.1 0.0 -0.1
C 1.34357 2.77904 2.32665 1.2 0.0 0.6
C -1.38967 3.25624 2.26620 -0.8 0.2 0.4
C 0.09484 3.35375 -0.13746 0.0 0.4 -0.8
C -2.80841 -2.00270 2.42988 -0.4 -1.2 0.1
C -1.62100 -0.20594 4.22096 0.6 0.1 2.1
C -3.57640 0.71122 2.51423 -1.4 1.2 0.1
C -1.32547 0.66878 -2.52464 1.1 0.2 -1.3
C -3.39313 1.57994 -0.85924 -1.3 1.2 -0.2
C -3.02328 -1.17126 -1.26465 -0.7 -0.6 -0.2
H 3.83353 -3.63070 -7.06828 0.1 0.0 0.1
H 4.96539 -1.44479 -7.40198 0.1 -0.1 0.1
H 2.24746 2.26391 1.96459 -0.3 0.2 0.0
H 1.20614 2.51704 3.38496 0.0 0.1 -0.4
H 1.52506 3.87349 2.26887 -0.2 -0.6 0.0
H -1.55860 2.80663 3.25515 0.1 0.2 -0.2
H -2.34230 3.27130 1.72407 0.2 0.1 0.1
H -1.06124 4.30695 2.41775 -0.1 -0.6 -0.1
H 0.99076 3.04499 -0.68843 -0.1 0.0 0.2
H 0.19806 4.42650 0.14186 -0.1 -0.6 -0.1
H -0.77031 3.23036 -0.80686 0.2 0.2 0.2
H -3.50501 -2.15077 3.28302 0.3 -0.1 -0.5
H -2.01002 -2.75883 2.48748 -0.2 0.3 0.1
H -3.36154 -2.16478 1.49516 0.1 0.1 0.3
H -2.51969 -0.34886 4.86005 0.5 0.1 -0.1
H -1.20767 0.78935 4.44708 -0.3 -0.3 -0.1
H -0.87877 -0.96405 4.51017 -0.3 0.2 -0.2
H -4.48391 0.08536 2.55801 0.2 0.3 0.0
H -3.65205 1.37610 1.64791 0.0 -0.3 0.2
H -3.55194 1.34002 3.42218 -0.2 -0.2 -0.4
H -2.08601 1.02989 -3.21917 0.1 -0.1 -0.2
H -0.87237 -0.25871 -2.93254 -0.3 0.5 0.3
H -0.51386 1.41822 -2.45421 -0.6 -0.4 0.0
H -3.69221 1.83148 -1.89741 -0.1 0.0 0.6
H -3.07011 2.50573 -0.36218 -0.1 -0.2 -0.2
H -4.28022 1.19001 -0.33986 0.2 0.2 -0.2
H -3.47828 -1.10381 -2.27398 0.1 -0.2 0.5
H -3.82515 -1.30166 -0.51968 0.2 0.1 -0.4
H -2.36461 -2.04621 -1.22583 -0.1 0.1 -0.1
C 1.29776 -0.49410 -1.70687 1.0 -2.7 -2.2
C 1.02499 -1.90071 -1.70443 0.3 1.7 0.1
C 1.48082 -2.70035 -2.73425 0.0 -0.6 -0.2
C 2.19428 -2.16273 -3.80052 0.2 -0.3 -0.3
C 2.45099 -0.79575 -3.82378 0.3 -0.2 -0.5
C 2.01569 0.03221 -2.81503 -0.6 0.1 1.1
O 0.91943 0.33777 -0.77808 0.4 1.5 1.4
H -0.74945 -1.65659 0.45079 0.2 -0.6 0.2
H 0.45724 -2.31069 -0.87027 0.1 -0.2 -0.1
H 1.27251 -3.77364 -2.69896 0.1 0.4 -0.1
H 2.55357 -2.81354 -4.61994 -0.4 0.4 0.6
H 3.01144 -0.35518 -4.65522 -0.3 -0.1 0.3
H 2.20814 1.09932 -2.81159 0.1 -0.1 -0.1
C 1.74632 0.06316 4.43954 -0.5 0.6 0.7
C 1.82743 -0.62068 3.14926 0.8 -1.6 -2.5
N 2.81744 -1.49410 2.87103 -2.6 2.0 0.2
O 0.96349 -0.41230 2.22145 2.7 -0.8 3.1
H 1.63694 -0.68098 5.22943 0.3 0.1 0.2
H 2.65005 0.64843 4.59151 0.2 -0.1 0.3
H 0.88223 0.75658 4.51400 0.7 -0.6 -0.3
H 2.86896 -1.95891 1.98093 0.0 -0.1 -0.1
H 3.48032 -1.65569 3.56660 1.5 -0.6 1.1
```
Forces are in eV/Å.


(3)
# C2H3N2O2S

C2H3N2O2S as an isolated structure in a non-equilibrium geometry (the ωB97M-V functional and the def2-TZVPD basis, OMol25).

Summary:
spin multiplicity = 1
total charge = -1
total energy = -20030.473 eV

XYZ file:
```
10
Properties=species:S:1:pos:R:3:forces:R:3
C -0.53290 2.32803 -0.52747 -0.6 0.4 -1.5
C 0.53351 -0.81505 -0.24968 0.2 2.5 -2.3
N -0.73908 1.32513 0.44547 1.5 -2.2 -0.7
N 0.54724 0.02460 0.71627 -2.0 0.5 1.1
O 0.97235 -0.07943 1.88064 -0.3 0.8 -0.8
O -0.55883 3.52836 -0.23481 0.2 -1.0 0.7
S -0.60219 1.71019 -2.13616 0.5 -0.1 -0.3
H 0.12644 -0.16751 -1.18353 0.5 -2.0 1.1
H 1.28643 -1.61387 -0.20154 -0.6 0.2 0.0
H -0.64145 1.77043 1.29684 0.6 0.9 2.7
```
Forces are in eV/Å.


(4)
# C9H30N2O5

A 6-piece molecular cluster, C9H30N2O5 overall in a non-equilibrium geometry (the ωB97M-V functional and the def2-TZVPD basis, OMol25).

Summary:
spin multiplicity = 1
total charge = 0
total energy = -23034.751 eV

XYZ file:
```
46
Properties=species:S:1:pos:R:3:forces:R:3
N 21.44843 -20.32308 -5.72085 -1.5 0.0 0.2
H 22.22649 -21.00783 -5.86554 0.8 -0.2 -0.4
H 20.67505 -20.91253 -5.37572 0.4 0.2 0.5
H 21.01738 -19.82704 -6.52561 0.9 -0.4 0.2
H 21.75311 -19.62721 -5.03052 -0.1 -0.2 -0.2
C 24.64201 -23.36668 -3.67015 0.2 0.0 -0.7
C 24.12937 -21.97138 -4.07935 -0.2 -0.1 1.5
C 25.15209 -20.93181 -3.49962 0.9 0.2 -1.1
C 26.26166 -20.61252 -4.49348 -0.4 -0.5 -0.9
C 25.70438 -20.38890 -5.89628 0.2 1.2 0.6
C 24.83988 -21.50748 -6.47510 1.3 0.6 0.0
N 23.80021 -21.82887 -5.50727 -0.4 0.8 0.1
O 22.97744 -22.87064 -5.98337 -0.3 0.2 0.2
C 25.75543 -22.70326 -6.88828 -0.8 1.0 0.3
C 24.21745 -20.89723 -7.74250 -0.5 -1.6 -0.5
C 22.85925 -21.67761 -3.24168 -0.7 0.5 -0.1
H 25.54095 -23.58657 -4.24743 0.1 -0.2 0.2
H 23.92180 -24.14716 -3.90624 -0.1 0.1 0.0
H 24.91253 -23.37722 -2.61458 -0.2 -0.1 0.1
H 25.66592 -21.36358 -2.63982 -0.5 0.1 0.3
H 24.73126 -19.96361 -3.21389 -0.5 -0.2 0.1
H 26.92537 -21.48246 -4.52684 0.3 0.3 0.0
H 26.81185 -19.69429 -4.28082 0.2 -0.3 0.6
H 26.56426 -20.04708 -6.48529 -0.1 -0.8 -0.6
H 25.11311 -19.46015 -5.90330 -0.3 -0.1 0.4
H 25.10821 -23.39329 -7.42270 0.3 -0.4 0.0
H 26.18674 -23.13776 -5.99198 0.0 -0.3 -0.1
H 26.57382 -22.30522 -7.48927 -0.1 -0.2 -0.3
H 23.40193 -20.19239 -7.57320 0.4 0.4 0.3
H 23.73099 -21.70646 -8.29872 0.1 0.0 0.0
H 25.00430 -20.50862 -8.38883 -0.1 0.3 0.1
H 21.91752 -22.15929 -3.51815 0.4 -0.5 -0.4
H 22.63951 -20.61053 -3.34191 0.1 0.1 0.1
H 22.96344 -21.85614 -2.16905 0.4 -0.1 -0.1
O 20.31484 -19.11167 -7.94824 -0.2 0.3 -0.5
H 19.61381 -18.47117 -8.11987 0.0 -0.1 0.1
H 20.84293 -19.12769 -8.75744 0.0 -0.1 0.1
O 17.64149 -20.89650 -3.21183 0.2 0.0 -0.2
H 18.18361 -21.24255 -3.94353 -0.2 0.0 0.3
H 17.98257 -21.33125 -2.42420 0.0 0.0 0.0
O 19.39269 -22.21819 -5.00336 0.0 -0.3 -0.3
H 19.45116 -22.45733 -5.93938 0.0 -0.1 0.1
H 19.66184 -23.02023 -4.53394 0.2 0.1 -0.1
O 22.55434 -17.97530 -4.67362 0.1 0.4 0.2
H 22.41940 -17.13032 -5.11835 0.0 -0.1 0.0
H 23.00618 -17.75324 -3.85010 0.0 -0.1 -0.1
```
Forces are in eV/Å.


(5)
# C5H10O2

A 2-piece molecular cluster, C5H10O2 overall in a non-equilibrium geometry (the ωB97M-V functional and the def2-TZVPD basis, OMol25).

Summary:
spin multiplicity = 2
total charge = -1
total energy = -9439.724 eV

XYZ file:
```
17
Properties=species:S:1:pos:R:3:forces:R:3
C -1.08503 1.38715 0.86698 -0.2 -0.5 1.4
C -0.48051 0.87432 -0.38457 0.3 1.1 -0.4
C 0.06218 -0.35491 -0.63947 -0.3 -1.2 -1.0
O -0.02028 -1.35182 0.34904 0.7 -0.7 -1.2
C 0.50253 -0.83649 -1.93221 -0.2 0.8 2.5
C 0.69836 0.00725 -3.00367 0.2 -0.7 -1.4
H -2.17269 1.27920 1.09314 0.1 -0.1 -0.8
H -0.68125 0.87827 1.77384 0.2 0.4 -0.1
H -0.90808 2.46209 0.96010 0.2 0.0 0.2
H -0.15005 1.65804 -1.05812 -0.4 -0.1 -0.3
H -0.44847 -0.99936 1.10455 -0.6 0.5 1.1
H 0.67687 -1.90869 -1.96022 -0.1 0.0 -0.3
H 0.85723 1.07091 -2.96932 -0.2 0.2 0.2
H 0.70563 -0.45774 -3.99036 0.3 0.2 0.0
H 1.00911 -1.99299 3.37303 -0.4 0.4 -0.1
H 0.98305 -0.51782 2.99083 -0.2 -0.1 -0.1
O 0.45140 -1.19741 3.42645 0.5 -0.3 0.2
```
Forces are in eV/Å.


> Which formula does entry 3 have?

C2H3N2O2S